5
Properties=species:S:1:pos:R:3:forces:R:3:nbo_charge:R:1 method="wB97M-V/def2-TZVPD" energy_ev=-17771.1797 de_lowest_kj_mol=387.32 charge=0 e_homo_ev=-10.850
N -0.2958 0.0473 0.7685 -2.381 2.366 2.193 -0.4312
F 0.1687 -0.8373 -1.4298 -0.769 -1.029 -3.227 -0.5240
F -1.6367 0.9251 1.1176 2.687 -1.311 -1.629 -0.3489
S 0.4993 0.4193 -0.5357 -0.526 -1.317 2.885 1.1415
H 1.2645 -0.5545 0.0794 0.989 1.291 -0.222 0.1626

***

6
Properties=species:S:1:pos:R:3:forces:R:3:nbo_charge:R:1 method="wB97M-V/def2-TZVPD" energy_ev=-6239.7288 charge=+2 e_homo_ev=-22.149
Li 0.0322 1.0248 -1.5746 1.318 3.298 -4.851 0.9866
Li 1.0848 0.2725 0.4646 8.129 1.966 1.305 0.9590
Li -0.4825 -0.1938 1.3001 -4.704 1.405 3.886 0.9600
Li -1.1174 -0.6211 -0.9332 -1.382 -2.542 -0.132 0.9803
F -0.1469 0.5379 -0.2072 -5.642 2.357 -1.061 -0.9545
F 0.6299 -1.0202 0.9503 2.281 -6.484 0.852 -0.9314

***

10
Properties=species:S:1:pos:R:3:forces:R:3:nbo_charge:R:1 method="wB97M-V/def2-TZVPD" energy_ev=-42602.1384 de_lowest_kj_mol=450.28 charge=+1 e_homo_ev=-14.141
Sn 0.6521 -0.5910 3.4703 -0.476 0.400 -2.791 1.7952
N -0.0217 0.2646 0.6786 0.205 -4.185 0.719 -1.2125
S -0.1080 1.2178 -0.5590 -1.241 9.661 -2.188 2.3803
O -1.3223 1.1434 -1.3673 2.510 -1.668 1.091 -0.7849
O 1.1749 1.6435 -1.0359 -0.787 -1.629 -0.324 -0.8313
F -0.4790 2.5782 0.2518 -0.013 -1.017 0.565 -0.5161
S -0.0579 -1.1219 -0.3365 -2.592 -6.094 -0.338 2.3079
O 0.8132 -1.1924 -1.4896 -1.363 1.115 1.991 -0.7723
O -1.3566 -1.8418 -0.3351 3.033 2.890 -0.060 -0.8177
F 0.7052 -2.1005 0.7227 0.723 0.526 1.335 -0.5486

***

4
Properties=species:S:1:pos:R:3:forces:R:3:nbo_charge:R:1 method="wB97M-V/def2-TZVPD" energy_ev=-18314.7877 de_lowest_kj_mol=141.46 charge=0 e_homo_ev="-12.339 / -11.382"
O -0.7871 1.1924 -0.2335 -0.379 -1.311 0.309 -0.7253
F 0.4748 -1.0104 1.6535 -1.406 1.120 -2.744 -0.5758
F 0.8282 -0.2491 -1.2005 -1.553 -0.584 0.987 -0.4620
S -0.5570 -0.2117 -0.3479 3.339 0.775 1.447 1.7631

***

Repeat the third record exactly.
10
Properties=species:S:1:pos:R:3:forces:R:3:nbo_charge:R:1 method="wB97M-V/def2-TZVPD" energy_ev=-42602.1384 de_lowest_kj_mol=450.28 charge=+1 e_homo_ev=-14.141
Sn 0.6521 -0.5910 3.4703 -0.476 0.400 -2.791 1.7952
N -0.0217 0.2646 0.6786 0.205 -4.185 0.719 -1.2125
S -0.1080 1.2178 -0.5590 -1.241 9.661 -2.188 2.3803
O -1.3223 1.1434 -1.3673 2.510 -1.668 1.091 -0.7849
O 1.1749 1.6435 -1.0359 -0.787 -1.629 -0.324 -0.8313
F -0.4790 2.5782 0.2518 -0.013 -1.017 0.565 -0.5161
S -0.0579 -1.1219 -0.3365 -2.592 -6.094 -0.338 2.3079
O 0.8132 -1.1924 -1.4896 -1.363 1.115 1.991 -0.7723
O -1.3566 -1.8418 -0.3351 3.033 2.890 -0.060 -0.8177
F 0.7052 -2.1005 0.7227 0.723 0.526 1.335 -0.5486

***

What did the fourth record say?
4
Properties=species:S:1:pos:R:3:forces:R:3:nbo_charge:R:1 method="wB97M-V/def2-TZVPD" energy_ev=-18314.7877 de_lowest_kj_mol=141.46 charge=0 e_homo_ev="-12.339 / -11.382"
O -0.7871 1.1924 -0.2335 -0.379 -1.311 0.309 -0.7253
F 0.4748 -1.0104 1.6535 -1.406 1.120 -2.744 -0.5758
F 0.8282 -0.2491 -1.2005 -1.553 -0.584 0.987 -0.4620
S -0.5570 -0.2117 -0.3479 3.339 0.775 1.447 1.7631

***

What did the second record say?
6
Properties=species:S:1:pos:R:3:forces:R:3:nbo_charge:R:1 method="wB97M-V/def2-TZVPD" energy_ev=-6239.7288 charge=+2 e_homo_ev=-22.149
Li 0.0322 1.0248 -1.5746 1.318 3.298 -4.851 0.9866
Li 1.0848 0.2725 0.4646 8.129 1.966 1.305 0.9590
Li -0.4825 -0.1938 1.3001 -4.704 1.405 3.886 0.9600
Li -1.1174 -0.6211 -0.9332 -1.382 -2.542 -0.132 0.9803
F -0.1469 0.5379 -0.2072 -5.642 2.357 -1.061 -0.9545
F 0.6299 -1.0202 0.9503 2.281 -6.484 0.852 -0.9314